DFT (ωB97M-V/def2-TZVPD) results for a molecular structure, C41H31Br2Cl2N4O7STa.

The geometry in XYZ format:
```
89
Properties=species:S:1:pos:R:3
Ta -0.151 1.002 -0.209
Br 6.282 3.195 -1.222
C 4.552 2.613 -0.867
C 4.332 1.421 -0.186
C 3.030 1.033 0.051
N 1.980 1.766 -0.358
C 2.193 2.911 -1.026
C 3.463 3.369 -1.300
C 0.957 3.583 -1.474
C 0.925 4.877 -1.939
C -0.289 5.419 -2.355
Br -0.362 7.164 -2.980
C -1.438 4.640 -2.293
C -1.341 3.360 -1.799
N -0.168 2.826 -1.397
H 5.151 0.799 0.145
H 2.810 0.110 0.571
H 3.627 4.281 -1.854
H 1.823 5.475 -1.969
H -2.398 5.022 -2.607
H -2.218 2.734 -1.711
C -1.192 -5.017 -3.432
C -1.712 -3.714 -2.901
C -2.352 -2.802 -3.734
C -2.801 -1.571 -3.277
C -3.496 -0.645 -4.238
C -2.573 -1.249 -1.922
C -1.985 -2.174 -1.046
C -1.857 -1.943 0.436
C -1.559 -3.389 -1.556
C -2.958 0.097 -1.502
O -3.841 0.817 -1.783
O -1.912 0.722 -0.602
H -1.697 -5.302 -4.353
H -1.316 -5.816 -2.702
H -0.122 -4.938 -3.641
H -2.510 -3.058 -4.775
H -3.464 -1.061 -5.242
H -3.037 0.346 -4.264
H -4.539 -0.500 -3.960
H -2.525 -1.178 0.821
H -0.826 -1.699 0.722
H -2.087 -2.870 0.961
H -1.116 -4.116 -0.883
Cl 1.928 -0.634 7.369
C 1.165 -1.277 5.952
C 1.646 -2.452 5.412
C 1.048 -2.984 4.280
C -0.033 -2.333 3.718
C -0.517 -1.159 4.274
Cl -1.916 -0.430 3.527
C 0.067 -0.584 5.409
N -0.365 0.567 6.046
C -1.078 1.680 5.555
C -2.140 2.160 6.318
C -2.820 3.306 5.954
C -2.452 3.997 4.808
C -1.394 3.532 4.047
C -0.699 2.382 4.408
C 0.489 1.923 3.581
C 0.115 1.553 2.198
O 0.454 0.418 1.648
O -0.474 2.344 1.388
H 2.484 -2.944 5.885
H 1.412 -3.908 3.853
H -0.540 -2.748 2.859
H -0.151 0.603 7.030
H -2.430 1.608 7.204
H -3.640 3.659 6.564
H -2.974 4.898 4.519
H -1.088 4.084 3.168
H 1.019 1.090 4.034
H 1.200 2.752 3.468
O 2.401 -4.491 -1.133
S 2.904 -3.220 -1.529
O 4.270 -2.857 -1.345
N 1.969 -2.026 -0.769
C 1.310 -1.403 -1.654
O 0.507 -0.391 -1.279
C 1.446 -1.770 -3.069
C 0.833 -1.250 -4.194
C 1.157 -1.813 -5.422
C 2.067 -2.864 -5.512
C 2.684 -3.386 -4.376
C 2.351 -2.816 -3.169
H 0.117 -0.441 -4.122
H 0.698 -1.433 -6.325
H 2.302 -3.281 -6.482
H 3.388 -4.204 -4.444
```

E = -240821.3979 eV
LUMO = -7.45 eV
Total charge = +2
Gap between HOMO and LUMO = 4.7 eV
Multiplicity = 1
Energy above the lowest of the compared OMol25 structures with the same formula, charge and spin = 187.2 kJ/mol